Entry 1:
ORCA calculation (wB97M-V/def2-TZVPD) on a single C5H6N6 molecule in a non-equilibrium geometry.

Geometry as XYZ:
```
17
C5H6N6 (wB97M-V/def2-TZVPD)
N 2.8690 -1.1318 -0.2037
N 2.2715 0.1455 0.0883
C 0.9873 0.2300 0.0394
C 0.4323 1.5392 -0.0187
C -0.9304 1.7802 -0.1431
C -1.7697 0.6096 -0.0907
N -3.1025 0.4225 -0.0846
N -3.2951 -0.8629 -0.0342
C -2.1362 -1.5676 0.0100
N -1.0755 -0.6075 0.0910
N 0.1664 -0.8839 0.1105
H 2.8563 -1.1144 -1.0202
H 2.2431 -1.7595 -0.0376
H 2.7076 0.6639 1.0153
H 1.1964 2.3436 0.0114
H -1.3918 2.7967 0.0637
H -2.0286 -2.6037 0.2032
```

HOMO level = -8.772 eV
Structure (SMILES) = NNc1ccc2nncn2n1
Calculated total energy = -14217.4348 eV
Charge = 0
LUMO = -0.16 eV
Strongest force on any atom = 17.056 eV Å⁻¹
ΔE to the lowest compared entry with this formula, charge and spin = 146.1 kcal per mole



Entry 2:
ORCA calculation (wB97M-V/def2-TZVPD) on a single C5H6O2 molecule in a non-equilibrium geometry.

Geometry as XYZ:
```
13
C5H6O2 (wB97M-V/def2-TZVPD)
O 0.9608 -1.1610 -1.9708
C 0.3406 -0.6926 -1.0494
C -0.2019 -1.4216 0.1950
O -1.3482 -0.6934 0.5688
C -0.8891 0.6134 0.4161
C 0.5925 1.0111 0.6375
C 0.0272 0.7573 -0.7536
H 0.5351 -1.1464 0.9613
H -0.3910 -2.4902 0.1520
H -1.6620 1.3336 0.6705
H 1.5245 0.4638 0.8254
H 0.6680 2.0104 1.0361
H 0.0013 1.5102 -1.5274
```

HOMO level = -9.312 eV
Structure (SMILES) = O=C1CO[C@H]2C[C@@H]12
Calculated total energy = -9374.9363 eV
Charge = 0
LUMO = 0.95 eV
Strongest force on any atom = 1.055 eV Å⁻¹
ΔE to the lowest compared entry with this formula, charge and spin = 49.8 kcal per mole



Entry 3:
ORCA calculation (wB97M-V/def2-TZVPD) on a molecular structure, C24H24BN4O2SeSr.

Geometry as XYZ:
```
57
C24H24BN4O2SeSr (wB97M-V/def2-TZVPD)
Sr -0.5294 -0.1940 -0.8653
C -1.4191 -1.1538 -3.6568
C -2.4264 -1.6216 -2.8144
C -2.1392 -2.5916 -1.8553
C -0.8450 -3.0909 -1.7287
C 0.1599 -2.6254 -2.5725
C -0.1257 -1.6621 -3.5354
H -1.6445 -0.4127 -4.4125
H -3.4337 -1.2393 -2.9241
H -2.9233 -2.9596 -1.2057
H -0.6097 -3.8256 -0.9711
H 1.1646 -3.0130 -2.4666
H 0.6551 -1.3157 -4.2006
Se -0.5341 8.0922 -1.8402
N 0.7384 6.8915 -1.5754
C 0.1497 5.7284 -1.4682
C 0.8667 4.4780 -1.2419
C 2.2533 4.4285 -1.0879
C 2.8619 3.2145 -0.8721
C 2.0661 2.0737 -0.8312
N 0.7469 2.1025 -0.9864
C 0.1412 3.2897 -1.1739
C -1.3358 3.2930 -1.2851
N -1.9712 2.1119 -1.1669
C -3.2968 2.0965 -1.2465
C -4.0679 3.2367 -1.4455
C -3.4240 4.4462 -1.5672
C -2.0322 4.4856 -1.4859
C -1.2800 5.7312 -1.5930
N -1.8373 6.8965 -1.7994
H 2.8196 5.3494 -1.1361
H 3.9309 3.1368 -0.7363
H 2.5110 1.0991 -0.6570
H -3.7769 1.1287 -1.1446
H -5.1447 3.1639 -1.4974
H -3.9680 5.3690 -1.7203
C 0.1310 -2.8940 4.3878
C 1.0037 -2.4252 3.2412
C 2.1550 -1.5758 3.7673
O 0.2172 -1.5752 2.3596
B 0.6769 -1.7522 1.0501
O 1.5327 -2.8488 1.0025
C 1.4765 -3.5435 2.2783
C 0.4531 -4.6629 2.1249
C 2.8429 -4.1203 2.5870
H -0.1486 -2.0412 5.0067
H 0.6730 -3.6051 5.0153
H -0.7806 -3.3678 4.0290
H 1.7442 -0.6915 4.2546
H 2.8024 -1.2508 2.9521
H 2.7537 -2.1243 4.4959
H -0.5370 -4.2533 1.9167
H 0.3948 -5.2799 3.0225
H 0.7517 -5.3011 1.2921
H 3.6172 -3.3574 2.5429
H 3.0869 -4.8954 1.8599
H 2.8532 -4.5729 3.5812
```

HOMO level = -9.295 eV
Calculated total energy = -102189.3473 eV
Charge = +1
LUMO = -3.49 eV
Strongest force on any atom = 0.275 eV Å⁻¹
ΔE to the lowest compared entry with this formula, charge and spin = 0.0 kcal per mole



Entry 4:
ORCA calculation (wB97M-V/def2-TZVPD) on 4 unconnected molecules or ions with the total composition C4H16NO3 in a non-equilibrium geometry.

Geometry as XYZ:
```
24
C4H16NO3 (wB97M-V/def2-TZVPD)
C 0.0280 -0.6738 1.2954
N -0.9084 -0.0544 0.3522
C -1.4092 1.1900 1.0940
C -0.3412 1.5070 2.1427
C 0.7467 0.4240 2.0818
H -0.3328 -1.5480 1.8456
H 0.7578 -1.2890 0.7607
H -1.5825 -0.5626 -0.2158
H -0.3043 0.3424 -0.3598
H -2.3081 0.9128 1.6167
H -1.7109 1.9225 0.3508
H -0.1159 2.5700 2.2211
H -0.8143 1.3708 3.1209
H 1.0138 -0.0074 3.0194
H 1.5632 0.6871 1.4131
H -2.5814 -0.5180 -4.1752
H -3.5806 0.3212 -3.4498
O -2.6471 0.0753 -3.4175
H 4.6945 -1.5612 -0.1310
H 4.2096 -0.1009 -0.4106
O 3.9422 -0.9610 -0.0777
H -0.0358 -1.5155 -2.6228
H 1.0361 -0.5477 -2.1979
O 0.2624 -1.0138 -1.8550
```

HOMO level = -14.439 eV
Calculated total energy = -12033.4828 eV
Charge = +1
LUMO = -2.80 eV
Strongest force on any atom = 3.609 eV Å⁻¹
ΔE to the lowest compared entry with this formula, charge and spin = 26.5 kcal per mole



Entry 5:
ORCA calculation (wB97M-V/def2-TZVPD) on 2 unconnected molecules or ions with the total composition C17H25O in a non-equilibrium geometry.

Geometry as XYZ:
```
43
C17H25O (wB97M-V/def2-TZVPD)
C -0.6508 -4.1853 0.0894
O 0.0695 -2.9432 0.2162
C -0.4604 -1.9888 0.9463
C 0.4432 -1.1307 1.6623
C -0.0603 -0.3289 2.7175
C 0.8019 0.4528 3.4734
C 2.1760 0.4584 3.1991
C 2.6848 -0.3320 2.1580
C 1.8360 -1.1153 1.3829
H -0.0225 -4.8155 -0.5431
H -0.7868 -4.6505 1.0790
H -1.6327 -4.0239 -0.3817
H -1.4830 -2.1432 1.3325
H -1.1330 -0.3696 2.9067
H 0.4048 1.0608 4.2887
H 2.8466 1.0684 3.8023
H 3.7577 -0.3357 1.9595
H 2.2155 -1.7411 0.5775
C -2.8533 -3.5519 -3.1335
C -4.3454 -3.4339 -2.7673
C -4.6406 -2.4830 -1.6047
C -4.2547 -1.0169 -1.8676
C -2.7564 -0.7948 -2.0173
C -1.9187 -0.8693 -0.9524
C -2.2406 -0.5052 -3.4070
C -2.8459 -1.3769 -4.5309
C -2.4433 -2.8503 -4.4308
H -2.2442 -3.1637 -2.3106
H -2.5965 -4.6190 -3.2186
H -4.9360 -3.1450 -3.6487
H -4.6984 -4.4354 -2.4770
H -5.7163 -2.5329 -1.3847
H -4.1170 -2.8368 -0.7026
H -4.7797 -0.6459 -2.7623
H -4.6166 -0.4248 -1.0110
H -0.8447 -0.7321 -1.1090
H -2.3363 -0.8899 0.0549
H -2.4418 0.5521 -3.6576
H -1.1490 -0.6157 -3.4028
H -3.9390 -1.2707 -4.5512
H -2.4804 -0.9896 -5.4933
H -1.3488 -2.9260 -4.5231
H -2.8718 -3.3931 -5.2839
```

HOMO level = -11.913 eV
Calculated total energy = -20073.6849 eV
Charge = +1
LUMO = -5.40 eV
Strongest force on any atom = 3.261 eV Å⁻¹
ΔE to the lowest compared entry with this formula, charge and spin = 0.0 kcal per mole



Entry 6:
ORCA calculation (wB97M-V/def2-TZVPD) on a molecular structure, C4H7O4Rb in a non-equilibrium geometry.

Geometry as XYZ:
```
16
C4H7O4Rb (wB97M-V/def2-TZVPD)
Rb 0.5932 -1.4001 -0.6924
O 2.3758 -3.4448 -4.5338
C 1.4968 -3.9160 -3.5892
O 1.4779 -5.1236 -3.3289
O 0.8064 -3.0133 -3.0009
H 2.0855 -2.5273 -4.3330
C -0.5725 1.8300 3.2609
C -0.5258 1.5338 1.7727
O 0.2261 0.6573 1.3877
C -1.4040 2.2432 0.7256
H -0.5201 2.9096 3.4116
H 0.2110 1.3116 3.8049
H -1.5376 1.5068 3.6570
H -2.3342 2.5793 1.1824
H -1.4852 1.6765 -0.1962
H -0.8933 3.1769 0.4717
```

HOMO level = -7.448 eV
Calculated total energy = -13107.4135 eV
Charge = 0
LUMO = -0.67 eV
Strongest force on any atom = 3.101 eV Å⁻¹
ΔE to the lowest compared entry with this formula, charge and spin = 0.0 kcal per mole



Entry 7:
ORCA calculation (wB97M-V/def2-TZVPD) on a single C2H2N4O4 molecule in a non-equilibrium geometry.

Geometry as XYZ:
```
12
C2H2N4O4 (wB97M-V/def2-TZVPD)
C 0.9386 0.9385 -0.3222
C 0.1140 -0.2530 -0.0483
N 1.0307 1.9556 0.4066
N -1.1813 -0.0652 0.3868
N 1.2590 2.8632 1.0355
N -2.2945 1.3949 -1.2116
O -2.6405 2.4911 -1.4547
O 0.5140 -1.4056 -0.1368
O -2.3041 0.4407 -1.9044
O -1.8294 1.1377 0.2825
H 1.5210 0.7201 -1.1111
H -1.7461 -0.8278 0.2776
```

HOMO level = -9.632 eV
Calculated total energy = -16249.3251 eV
Charge = 0
LUMO = -0.13 eV
Strongest force on any atom = 3.846 eV Å⁻¹
ΔE to the lowest compared entry with this formula, charge and spin = 55.7 kcal per mole